# 1
Molecular formula: C4H8O2
Method: DFT, ωB97M-V with the def2-TZVPD basis set

Output
* ΔE to the lowest compared entry with this formula, charge and spin: 265.9 kJ/mol

Geometry as ORCA input:
```
! wB97M-V def2-TZVPD RIJCOSX def2/J DEFGRID3
* xyz 0 1
C -0.6852 1.6794 0.1608
C 0.3583 0.5887 0.0266
C -0.2683 -0.7997 0.3329
C 0.1322 -1.9888 -0.4684
H -1.5788 1.3568 -0.3511
H -0.7291 1.8983 1.2426
H -0.3022 2.6568 -0.4469
H 0.5521 0.5295 -1.0829
H 2.0606 0.0745 0.6961
H -0.8181 -0.9480 1.3324
H -0.1123 -3.0387 -0.1683
H 0.9475 -1.6539 -1.2069
O 1.5004 0.8535 0.7381
O -1.0571 -1.2085 -0.8052
*
```



# 2
Molecular formula: C2H4NP
Method: DFT, ωB97M-V with the def2-TZVPD basis set

Output
* ΔE to the lowest compared entry with this formula, charge and spin: 161.5 kJ/mol

Geometry as ORCA input:
```
! wB97M-V def2-TZVPD RIJCOSX def2/J DEFGRID3
* xyz 0 1
C -0.2896 -0.1453 -0.0687
C 0.5320 -0.7883 0.7101
N -0.2575 0.8023 -1.2108
P -1.8798 0.4799 -0.7466
H 0.0763 -1.3687 1.4730
H 1.6789 -0.6354 0.5131
H 0.2415 0.5657 -1.9794
H -2.0272 1.7894 -0.0122
*
```



# 3
Molecular formula: C35H43F24O16P
Method: DFT, ωB97M-V with the def2-TZVPD basis set

Geometry as ORCA input:
```
! wB97M-V def2-TZVPD RIJCOSX def2/J DEFGRID3
* xyz 0 1
C 1.1445 0.4169 -0.3999
P 1.9355 2.0457 -0.5684
O 1.9708 2.5495 1.0111
C 3.7563 1.8154 -1.1198
C 4.6186 0.5317 -0.9932
C 4.2633 -0.5973 -0.0174
C 3.8864 -1.9309 -0.6402
F 4.4500 -2.1152 -1.8410
F 4.3329 -2.9381 0.1454
F 2.5711 -2.1361 -0.7827
O 3.5892 2.0430 -2.5660
C 3.2802 3.3820 -2.6599
O 2.5045 3.8730 -3.4130
O 4.0146 4.0489 -1.7362
C 4.6565 3.0489 -0.8759
C 4.7481 3.6954 0.5012
C 4.8842 2.7502 1.7112
C 4.3783 3.4327 2.9345
F 5.0893 4.4910 3.3750
C 3.2686 3.0924 3.5794
F 2.8839 1.8322 3.7400
F 2.3726 3.9217 4.0634
H 1.5789 -0.2894 0.3029
H 0.1479 0.6686 -0.0208
H 0.9917 -0.0261 -1.3843
H 1.7007 1.8411 1.6101
H 4.7672 0.1583 -2.0063
H 5.6099 0.8808 -0.6981
H 5.1700 -0.8437 0.5402
H 3.5508 -0.3128 0.7542
H 5.5923 2.8568 -1.4025
H 5.6329 4.3376 0.5092
H 3.8866 4.3551 0.6068
H 5.9315 2.4761 1.8435
H 4.2740 1.8627 1.5469
C -4.0365 4.5740 -3.2378
C -3.9007 3.1549 -2.7353
O -2.8448 3.0463 -1.7561
C -3.1660 3.3803 -0.5168
O -4.2274 3.7571 -0.1193
C -1.9484 3.1636 0.4071
F -0.8250 3.6218 -0.1419
F -1.7922 1.8490 0.6415
F -2.1226 3.7706 1.5757
H -3.0834 4.9315 -3.6278
H -4.7818 4.6189 -4.0313
H -4.3436 5.2440 -2.4354
H -3.6090 2.4844 -3.5410
H -4.8350 2.7865 -2.3113
C -5.7819 -2.5142 3.4460
C -5.7179 -2.4449 1.9385
O -4.4994 -1.8253 1.4712
C -3.4220 -2.5826 1.3952
O -3.3070 -3.7345 1.6887
C -2.2819 -1.7436 0.7814
F -2.2373 -0.5194 1.3087
F -2.4853 -1.6119 -0.5424
F -1.1002 -2.3254 0.9589
H -5.6484 -1.5225 3.8790
H -6.7473 -2.9072 3.7616
H -4.9978 -3.1584 3.8440
H -6.5135 -1.8171 1.5433
H -5.8211 -3.4330 1.4907
C -6.3279 -2.0606 -3.3128
C -5.7495 -0.8142 -2.6825
O -6.7212 0.2563 -2.6483
C -7.5791 0.2275 -1.6407
O -7.6367 -0.5921 -0.7734
C -8.4945 1.4674 -1.7149
F -8.9192 1.6802 -2.9641
F -7.8184 2.5525 -1.3163
F -9.5568 1.3267 -0.9298
H -6.7192 -1.8393 -4.3060
H -5.5570 -2.8254 -3.4004
H -7.1450 -2.4591 -2.7122
H -4.9232 -0.4269 -3.2748
H -5.3789 -1.0047 -1.6756
C 5.3131 -5.3925 -1.3021
C 4.7027 -6.7133 -1.7090
O 5.6655 -7.5575 -2.3798
C 6.4722 -8.2539 -1.5972
O 6.4950 -8.2632 -0.4028
C 7.4026 -9.1322 -2.4624
F 7.8917 -8.4499 -3.5026
F 6.7210 -10.1837 -2.9365
F 8.4224 -9.5836 -1.7410
H 5.7545 -4.8948 -2.1667
H 4.5582 -4.7420 -0.8732
H 6.1025 -5.5386 -0.5643
H 3.9044 -6.5648 -2.4328
H 4.2831 -7.2425 -0.8545
C 11.0753 -0.5698 0.0593
C 10.7176 0.2105 -1.1850
O 9.5672 1.0576 -0.9583
C 9.8096 2.2231 -0.3813
O 10.8625 2.6561 -0.0252
C 8.4923 3.0159 -0.2579
F 7.4855 2.2332 0.1724
F 8.1356 3.5171 -1.4479
F 8.6149 4.0268 0.5906
H 10.2163 -1.1418 0.4110
H 11.8918 -1.2582 -0.1549
H 11.3862 0.0967 0.8631
H 10.4225 -0.4563 -1.9919
H 11.5525 0.8144 -1.5371
C -10.7137 2.6491 2.2908
C -10.9719 2.5499 3.7768
O -11.0755 1.1739 4.2028
C -9.9337 0.5496 4.4358
O -8.8290 0.9921 4.3339
C -10.2208 -0.8864 4.9235
F -11.1721 -1.4734 4.1918
F -10.6331 -0.8654 6.1976
F -9.1198 -1.6286 4.8516
H -11.4806 2.1111 1.7329
H -10.7205 3.6935 1.9806
H -9.7485 2.2171 2.0281
H -11.9286 2.9985 4.0347
H -10.2001 3.0569 4.3544
*
```



# 4
Molecular formula: C10H30ClN2O8
Method: DFT, ωB97M-V with the def2-TZVPD basis set

Output
* ΔE to the lowest compared entry with this formula, charge and spin: 0.0 kJ/mol

Geometry as ORCA input:
```
! wB97M-V def2-TZVPD RIJCOSX def2/J DEFGRID3
* xyz -1 1
Cl -1.2583 0.6469 -2.1321
O -0.4452 0.9045 -0.9794
O -2.0231 -0.5655 -1.9352
O -2.2130 1.7260 -2.2919
O -0.3848 0.5129 -3.2811
C -4.5371 0.9123 0.7509
O -4.4844 0.1049 -0.4041
H -3.9204 1.8112 0.6851
H -5.5598 1.2675 0.8826
H -4.2513 0.3632 1.6479
H -3.6271 0.1928 -0.8516
C -1.6688 4.5425 0.2675
O -1.3374 4.2938 -1.0787
H -1.0035 4.0016 0.9456
H -1.5188 5.6154 0.4213
H -2.7132 4.3571 0.5330
H -1.8201 3.5202 -1.4089
C 3.0115 -1.3742 -3.4735
C 3.0583 -0.8938 -2.0376
C 3.3018 0.6258 -1.9623
O 3.1054 1.1343 -0.6697
C 2.9835 2.5416 -0.6807
N 1.7205 -1.2017 -1.3658
H 3.9313 -1.1424 -4.0190
H 2.1590 -0.9764 -4.0244
H 2.9065 -2.4616 -3.4555
H 3.8276 -1.3875 -1.4360
H 2.6573 1.1782 -2.6636
H 4.2638 0.8327 -2.4749
H 2.1254 2.9177 -1.2483
H 3.9197 2.9850 -1.0275
H 2.7516 2.8112 0.3515
H 1.4727 -0.2899 -0.9878
H 1.1192 -1.1090 -2.1924
C -1.9463 -1.0890 1.7037
C -0.5434 -1.6669 1.7220
C -0.1724 -2.4178 2.9858
O 1.1327 -2.9893 2.9541
C 1.4697 -3.3915 4.2593
N -0.3411 -2.4860 0.4878
H -2.2305 -0.3399 2.4481
H -2.7441 -1.8477 1.7236
H -2.1586 -0.6553 0.7240
H 0.1224 -0.8390 1.4499
H -0.8628 -3.2622 3.1176
H -0.3075 -1.7171 3.8186
H 2.3512 -4.0289 4.1708
H 0.7348 -3.9580 4.8421
H 1.7424 -2.5250 4.8726
H -0.7990 -1.9071 -0.2189
H -0.9961 -3.2764 0.5357
*
```



# 5
Molecular formula: C31H94N20O13
Method: DFT, ωB97M-V with the def2-TZVPD basis set

Output
* ΔE to the lowest compared entry with this formula, charge and spin: 437.2 kJ/mol

Geometry as ORCA input:
```
! wB97M-V def2-TZVPD RIJCOSX def2/J DEFGRID3
* xyz 0 1
C 2.5800 14.8958 0.5101
O 2.3042 16.1051 0.3879
N 2.9123 14.2675 1.5650
N 2.5950 14.0708 -0.5248
H 2.8643 14.6349 2.5046
H 3.2324 13.3142 1.4708
H 2.2329 14.4720 -1.3780
H 2.7498 13.0868 -0.3580
C -3.6280 18.7830 -0.0576
O -3.1202 19.9013 -0.2286
N -3.5316 17.9942 0.9993
N -4.2382 18.2015 -0.9976
H -3.9321 17.0738 0.8873
H -2.8469 18.2191 1.7069
H -4.6756 17.2994 -0.8754
H -4.3302 18.5988 -1.9216
C -0.5660 21.5319 -2.0570
O -1.3227 22.4279 -1.8817
N 0.5684 21.5192 -2.6809
N -0.7254 20.3416 -1.5039
H 0.7400 22.2823 -3.3199
H 1.0120 20.6122 -2.7058
H 0.0340 19.6903 -1.6420
H -1.6421 20.1401 -1.1308
C -0.5367 15.6858 6.3225
O -0.4859 16.2776 5.2633
N 0.3679 15.7362 7.1822
N -1.5505 14.9922 6.7277
H 0.3779 15.2714 8.0789
H 1.1893 16.2781 6.9546
H -1.5666 14.5464 7.6338
H -2.2781 14.8653 6.0388
C -0.4358 21.4071 5.0309
O -0.2926 22.1823 4.0848
N -0.2313 21.7908 6.3106
N -0.9203 20.1418 4.9000
H -0.1205 22.7883 6.4238
H -0.2881 21.2016 7.1290
H -1.3163 19.9361 3.9940
H -0.9740 19.6607 5.7865
C 2.3574 18.2978 -2.9661
O 1.2654 18.6699 -2.5689
N 3.3798 18.1133 -2.2017
N 2.6794 18.1178 -4.2058
H 4.2052 17.7103 -2.6215
H 3.2027 18.0717 -1.2082
H 1.8792 17.9353 -4.7944
H 3.6226 18.0061 -4.5492
C -0.1306 18.3941 2.2081
O -1.2542 18.6277 2.5764
N 0.6127 17.6081 2.9134
N 0.3971 18.7319 1.0695
H 0.1631 17.1968 3.7189
H 1.5803 17.3978 2.7144
H -0.1316 19.3845 0.5085
H 1.2507 18.2534 0.8195
C 5.7848 16.8383 1.0313
C 5.0412 17.9298 1.7952
C 4.7371 19.2398 1.0807
O 5.9201 19.9491 0.6461
C 6.8078 20.3577 1.6289
N 3.8221 17.3940 2.2545
H 6.5769 17.2713 0.4204
H 5.1734 16.4191 0.2321
H 6.2004 16.0687 1.6819
H 5.5544 18.0733 2.7460
H 3.9966 19.8406 1.6087
H 4.1697 18.9730 0.1891
H 6.3878 21.0761 2.3328
H 7.7090 20.7508 1.1583
H 7.0851 19.4693 2.1964
H 4.0011 16.5223 2.7322
H 3.3098 16.9711 1.4936
C 4.6739 14.0890 4.5756
C 3.1308 13.7766 4.6943
C 2.6953 13.4996 6.1181
O 3.1935 12.3888 6.8442
C 2.2503 11.9429 7.8391
N 2.4549 15.0230 4.1913
H 4.7811 15.1237 4.9014
H 5.0035 13.9868 3.5417
H 5.3226 13.4132 5.1329
H 2.8805 12.8831 4.1223
H 1.6336 13.2804 6.0046
H 2.7222 14.3953 6.7387
H 2.7791 11.1606 8.3836
H 1.3691 11.4590 7.4177
H 2.0380 12.7381 8.5537
H 1.4487 14.9817 4.2681
H 2.7299 15.8478 4.7053
C 1.6879 21.6497 0.8651
C 2.7584 22.5376 1.6152
C 3.9076 22.8200 0.6205
O 5.0472 23.3599 1.3173
C 6.1445 23.8309 0.5625
N 2.0401 23.7893 2.0498
H 2.1384 20.6640 0.7484
H 1.5629 22.1786 -0.0797
H 0.7627 21.6922 1.4398
H 3.1817 21.8997 2.3911
H 3.6233 23.6002 -0.0856
H 4.1732 21.9650 -0.0013
H 6.5937 23.0770 -0.0840
H 6.9665 24.1753 1.1899
H 5.9297 24.5252 -0.2498
H 1.3146 23.4079 2.6399
H 2.6296 24.3248 2.6709
C -0.2100 13.5725 2.1772
C -0.8831 13.7162 0.8044
C -2.0713 12.8027 0.4954
O -1.7943 11.4054 0.7063
C -1.0266 10.8532 -0.3510
N -1.1677 15.1344 0.6147
H 0.4857 14.3991 2.3218
H 0.4232 12.6891 2.2597
H -0.9085 13.4390 3.0032
H -0.0456 13.4913 0.1440
H -2.4737 12.9192 -0.5108
H -2.8527 13.1383 1.1773
H -1.6125 10.5343 -1.2131
H -0.5594 9.9254 -0.0210
H -0.2231 11.4569 -0.7729
H -1.4223 15.3860 -0.3297
H -0.3700 15.7390 0.7501
C 2.0837 18.9325 7.7973
C 2.3685 18.3268 6.4228
C 3.2807 19.2719 5.5450
O 4.5101 19.6044 6.2063
C 5.3753 20.4040 5.3381
N 3.0461 17.0412 6.6815
H 1.2874 18.2539 8.1028
H 1.6888 19.9430 7.6924
H 2.8257 19.0093 8.5921
H 1.4924 18.2549 5.7783
H 2.8802 20.2844 5.4937
H 3.4977 18.8109 4.5815
H 5.0028 21.4188 5.1984
H 5.4123 20.0200 4.3187
H 6.3859 20.4328 5.7455
H 3.9418 17.0339 6.2148
H 3.2682 16.9530 7.6628
C -6.1566 17.9930 4.9352
C -4.7303 17.9785 5.3657
C -3.8490 17.0095 4.4174
O -4.2285 15.6998 4.7648
C -3.5452 14.7186 3.9764
N -4.2387 19.3603 5.3565
H -6.1535 18.3147 3.8938
H -6.7956 18.6587 5.5154
H -6.5482 16.9836 4.8087
H -4.6800 17.6003 6.3867
H -2.7666 17.1373 4.4289
H -4.1399 17.1604 3.3778
H -3.8181 14.6581 2.9228
H -3.9080 13.7265 4.2449
H -2.4736 14.8253 4.1452
H -4.2868 19.6101 4.3791
H -3.2758 19.2499 5.6408
*
```



no.,electronic energy (eV),HOMO energy (eV)
1,-8370.526,-10.145
2,-12914.855,-9.044
3,-144262.234,-8.910
4,-42731.763,-5.791
5,-90091.271,-7.946